A structure of composition C21H38N4O in a non-equilibrium geometry, computed with ωB97M-V/def2-TZVPD.

Geometry as ORCA input:
```
! wB97M-V def2-TZVPD RIJCOSX def2/J DEFGRID3
* xyz 0 1
C -5.88 0.00 0.23
H -6.28 -0.92 0.44
H -6.51 0.88 0.03
H -5.42 -0.20 -0.85
C -4.85 0.21 1.03
C -5.60 0.50 2.60
H -6.18 -0.44 3.01
H -4.82 0.82 3.19
H -6.30 1.44 2.41
C -4.08 1.61 0.77
H -3.65 2.24 1.67
H -4.93 2.52 0.36
C -3.10 1.25 -0.47
N -2.14 0.47 0.00
C -1.12 0.82 0.74
C -0.12 1.68 0.31
N 0.55 0.85 -0.90
C -0.57 0.57 -1.80
H -0.96 1.60 -2.36
C -1.54 -0.25 -1.03
H -0.95 -1.09 -0.77
C -2.59 -0.92 -1.94
H -3.24 -0.23 -2.43
H -1.96 -1.34 -2.77
C -3.16 -2.02 -1.63
O -2.17 -3.19 -1.05
H -1.80 -3.71 -1.84
H -3.92 -2.43 -2.06
H -3.67 -1.89 -0.34
H -0.03 0.05 -2.64
C 1.61 1.86 -1.62
C 2.76 1.77 -0.79
C 3.36 0.79 0.08
N 4.38 1.14 0.69
N 4.55 2.49 0.45
C 3.66 3.10 -0.34
H 3.57 3.91 -0.92
H 5.03 0.81 1.60
C 2.87 -0.62 0.21
C 3.82 -1.51 -0.26
C 3.50 -3.15 -0.12
C 2.93 -3.36 1.40
C 1.94 -2.50 1.75
C 2.51 -1.17 1.67
H 1.71 -0.27 1.96
H 3.61 -1.00 2.25
H 1.89 -2.82 2.80
H 1.24 -2.68 1.18
H 2.70 -4.36 1.10
H 3.84 -3.33 1.83
H 4.20 -3.71 -0.71
H 2.55 -3.12 -0.95
H 5.05 -1.49 0.12
H 4.24 -1.46 -1.30
H 2.09 -0.83 -0.29
H 1.91 1.33 -2.29
H 1.28 2.72 -1.90
H -0.58 2.68 -0.07
H 0.78 2.03 0.91
H -0.48 -0.07 1.57
H -1.50 1.32 1.61
H -3.62 1.12 -1.16
H -2.59 2.40 -0.65
H -4.29 -0.45 1.38
*
```

Summary:
LUMO level, eV: 0.69
Energy, hartree: -1116.34821



A cluster of 2 separate species, H8P4Si in total in a non-equilibrium geometry, computed with ωB97M-V/def2-TZVPD.

Geometry as ORCA input:
```
! wB97M-V def2-TZVPD RIJCOSX def2/J DEFGRID3
* xyz 0 1
Si 0.72 -0.04 0.22
P 1.06 -0.44 2.43
P 0.69 -2.01 -0.91
P -2.76 0.44 -0.29
P 2.42 1.28 -0.56
H -0.08 0.26 2.71
H 1.72 0.78 2.29
H -0.37 -2.41 -0.08
H -0.18 -1.70 -1.96
H -3.13 0.90 -1.58
H -3.82 -0.41 -0.44
H 2.04 1.13 -1.83
H 1.69 2.23 0.00
*
```

Summary:
LUMO level (alpha / beta), eV: -1.09 / -1.43
Energy, hartree: -1659.53020



A structure of composition CH5CrO2 in a non-equilibrium geometry, computed with ωB97M-V/def2-TZVPD.

Geometry as ORCA input:
```
! wB97M-V def2-TZVPD RIJCOSX def2/J DEFGRID3
* xyz 1 5
O 2.05 -2.63 -1.71
Cr 2.23 -2.73 0.20
H 1.43 -2.81 -2.42
C 2.02 1.30 -1.44
H 2.05 1.40 -2.53
H 1.48 2.16 -1.02
H 3.05 1.31 -1.05
O 1.33 0.13 -1.04
H 1.50 -0.67 -1.70
*
```

Summary:
LUMO level (alpha / beta), eV: -7.61 / -6.92
⟨S²⟩: 6.058
Energy, hartree: -1235.67457



A structure of composition C14H20N2O2 in a non-equilibrium geometry, computed with ωB97M-V/def2-TZVPD.

Geometry as ORCA input:
```
! wB97M-V def2-TZVPD RIJCOSX def2/J DEFGRID3
* xyz 0 1
C -3.46 -2.71 -0.15
H -4.04 -3.55 -0.02
O -3.95 -1.48 0.30
C -3.40 -0.41 0.18
C -4.07 0.55 0.63
C -3.57 1.88 0.77
C -2.38 2.02 0.25
C -1.67 1.08 -0.62
C -2.29 -0.18 -0.53
H -1.67 -1.07 -0.89
C -0.39 1.40 -1.18
N 0.49 0.25 -0.92
C 1.79 -0.06 -1.78
C 2.66 -1.00 -1.30
H 2.07 -2.02 -1.68
H 3.46 -1.10 -1.83
C 3.08 -1.26 0.20
C 4.02 -0.06 0.54
O 4.52 0.97 -0.37
N 4.54 -0.04 1.83
H 4.28 -0.83 2.26
H 5.14 0.69 2.16
C 1.77 -0.84 1.06
C 0.93 0.33 0.75
H 0.09 0.54 0.94
H 1.69 1.21 0.72
H 2.04 -1.06 2.06
H 1.19 -1.67 0.82
H 3.45 -2.09 0.49
H 1.47 0.00 -2.64
H 2.38 1.15 -1.61
H -0.53 1.09 -2.41
H 0.12 2.25 -0.99
H -1.86 2.99 0.01
H -4.04 2.75 1.16
H -5.00 0.77 1.31
H -3.37 -2.61 -1.49
H -2.54 -2.91 0.48
*
```

Summary:
LUMO level, eV: 0.57
Energy, hartree: -804.96635



A structure of composition C54H60Ge2N3O2S4W in a non-equilibrium geometry, computed with ωB97M-V/def2-TZVPD.

Geometry as ORCA input:
```
! wB97M-V def2-TZVPD RIJCOSX def2/J DEFGRID3
* xyz 1 3
W 0.98 -1.66 0.31
N 2.08 -3.58 -1.50
C 2.97 -4.35 -0.62
C 2.35 -4.36 0.80
O 2.46 -5.27 1.57
O 1.68 -3.24 1.02
H 1.43 -4.22 -1.96
H 2.61 -3.13 -2.25
H 3.94 -3.85 -0.53
H 3.14 -5.38 -0.94
C 2.77 -1.73 -5.17
C 3.06 -0.67 -4.16
C 2.13 0.33 -3.90
C 2.39 1.35 -3.00
C 1.46 2.52 -2.88
C 3.59 1.33 -2.26
C 4.55 0.35 -2.54
C 5.87 0.36 -1.83
C 4.28 -0.63 -3.49
C 3.80 2.34 -1.20
C 4.63 3.43 -1.46
C 4.82 4.42 -0.51
C 4.16 4.35 0.71
C 3.34 3.27 0.99
C 3.17 2.26 0.04
Ge 2.02 0.71 0.85
S 3.15 -0.99 -0.23
S -0.03 1.38 -0.10
Ge -1.29 -0.52 0.16
S -0.19 -1.45 -1.71
S 0.39 -1.10 2.50
C -3.21 0.07 -0.31
C -3.90 0.47 0.83
C -5.24 0.83 0.73
C -5.89 0.75 -0.48
C -5.21 0.33 -1.61
C -3.86 -0.02 -1.54
C -3.16 -0.48 -2.75
C -3.22 -1.83 -3.11
C -3.97 -2.81 -2.25
C -2.56 -2.24 -4.26
C -1.86 -1.34 -5.05
C -1.20 -1.80 -6.31
C -1.82 -0.01 -4.67
C -2.47 0.44 -3.53
C -2.43 1.88 -3.13
C -3.22 0.50 2.14
C -2.64 1.69 2.60
C -2.62 2.91 1.74
C -2.13 1.72 3.89
C -2.22 0.62 4.74
C -1.71 0.70 6.14
C -2.79 -0.55 4.26
C -3.30 -0.63 2.98
C -3.98 -1.89 2.52
C 2.63 3.20 2.28
C 1.45 3.93 2.46
C 0.83 4.64 1.30
C 0.86 3.96 3.71
C 1.42 3.31 4.80
C 0.84 3.45 6.17
C 2.59 2.58 4.60
C 3.21 2.52 3.37
C 4.49 1.77 3.19
H 2.78 -1.30 -6.18
H 1.78 -2.16 -5.00
H 3.52 -2.52 -5.15
H 1.19 0.32 -4.43
H 0.56 2.33 -3.45
H 1.96 3.40 -3.27
H 1.20 2.72 -1.84
H 5.75 0.62 -0.78
H 6.53 1.10 -2.29
H 6.35 -0.62 -1.91
H 5.03 -1.37 -3.71
H 5.11 3.51 -2.42
H 5.48 5.25 -0.71
H 4.29 5.12 1.46
H -5.77 1.16 1.62
H -6.94 1.01 -0.55
H -5.71 0.27 -2.56
H -3.55 -2.83 -1.25
H -3.93 -3.80 -2.68
H -5.02 -2.51 -2.16
H -2.59 -3.29 -4.54
H -0.90 -2.85 -6.24
H -0.34 -1.19 -6.56
H -1.91 -1.72 -7.14
H -1.28 0.70 -5.29
H -1.90 2.48 -3.87
H -1.92 1.98 -2.17
H -3.44 2.28 -3.02
H -2.10 2.70 0.80
H -2.10 3.72 2.25
H -3.63 3.22 1.49
H -1.68 2.63 4.25
H -1.77 1.73 6.51
H -0.67 0.38 6.17
H -2.29 0.06 6.80
H -2.87 -1.40 4.92
H -3.72 -2.71 3.18
H -3.70 -2.14 1.50
H -5.07 -1.75 2.55
H 1.55 5.28 0.80
H -0.02 5.25 1.61
H 0.48 3.91 0.57
H -0.05 4.53 3.85
H -0.18 3.81 6.12
H 1.43 4.17 6.74
H 0.87 2.50 6.70
H 3.03 2.06 5.44
H 4.72 1.20 4.09
H 5.31 2.46 2.99
H 4.42 1.09 2.34
C -2.70 -6.13 2.15
N -2.03 -5.25 1.25
C -2.04 -5.34 -0.11
C -1.32 -4.28 -0.58
N -0.86 -3.54 0.48
C -1.31 -4.17 1.56
H -2.31 -7.15 2.06
H -3.77 -6.14 1.93
H -2.55 -5.78 3.17
H -2.56 -6.12 -0.64
H -1.13 -3.98 -1.59
H -1.12 -3.84 2.57
*
```

Summary:
LUMO level (alpha / beta), eV: -4.55 / -4.78
⟨S²⟩: 2.034
Energy, hartree: -8222.08378



A structure of composition C26H30CoN3O2SSe, computed with ωB97M-V/def2-TZVPD.

Geometry as ORCA input:
```
! wB97M-V def2-TZVPD RIJCOSX def2/J DEFGRID3
* xyz 2 5
Co -0.25 0.39 -0.02
C 0.57 0.87 4.25
C 0.07 -0.31 4.78
C -0.47 -1.26 3.93
C -0.50 -1.01 2.56
N -0.01 0.13 2.07
C 0.52 1.05 2.89
C -1.05 -1.94 1.55
C -1.71 -3.12 1.89
C -2.19 -3.97 0.90
C -2.00 -3.66 -0.44
C -1.35 -2.49 -0.80
C -0.91 -1.65 0.20
H 1.00 1.63 4.89
H 0.10 -0.50 5.84
H -0.86 -2.19 4.33
H 0.89 1.95 2.43
H -1.87 -3.39 2.93
H -2.70 -4.88 1.18
H -2.36 -4.33 -1.21
H -1.20 -2.25 -1.85
C -4.03 2.84 0.64
S -2.98 1.98 -0.51
C -3.94 0.50 -0.74
O -1.80 1.54 0.38
H -4.33 2.17 1.44
H -4.90 3.21 0.09
H -3.46 3.68 1.03
H -4.88 0.77 -1.22
H -4.11 0.03 0.22
H -3.38 -0.17 -1.40
C 2.03 -1.63 -2.71
N 2.26 -0.23 -3.04
C 3.45 0.31 -3.48
C 3.23 1.63 -3.70
N 1.91 1.88 -3.39
C 1.25 3.17 -3.55
C 1.32 0.74 -2.99
Se -0.47 0.51 -2.50
H 2.99 -2.14 -2.71
H 1.38 -2.08 -3.45
H 1.57 -1.71 -1.73
H 4.33 -0.29 -3.61
H 3.89 2.40 -4.06
H 1.98 3.95 -3.35
H 0.43 3.24 -2.84
H 0.86 3.27 -4.56
C 4.04 0.95 0.16
C 2.70 1.58 0.04
O 1.71 0.85 -0.09
C 2.55 3.05 0.07
C 1.28 3.63 0.02
C 1.15 5.01 0.04
C 2.28 5.82 0.11
C 3.54 5.25 0.16
C 3.68 3.87 0.14
H 3.93 -0.13 0.17
H 4.53 1.27 1.08
H 4.68 1.25 -0.67
H 0.40 3.01 -0.04
H 0.16 5.46 0.01
H 2.17 6.89 0.13
H 4.42 5.88 0.21
H 4.67 3.44 0.19
*
```

Summary:
LUMO level (alpha / beta), eV: -5.75 / -7.05
⟨S²⟩: 6.013
Energy, hartree: -5505.38241



The ion C7H8N3O with charge -1 in a non-equilibrium geometry, computed with ωB97M-V/def2-TZVPD.

Geometry as ORCA input:
```
! wB97M-V def2-TZVPD RIJCOSX def2/J DEFGRID3
* xyz -1 1
C -1.66 -1.54 0.45
C -1.51 -0.07 0.35
N -2.50 0.82 0.49
N -1.90 2.04 0.27
C -0.72 1.88 -0.13
C -0.19 0.45 -0.07
C 0.42 0.13 -1.31
C 1.69 -0.35 -1.22
C 2.07 -0.22 0.27
N 0.75 -0.08 1.02
O 1.03 0.43 2.22
H -0.93 -1.97 1.12
H -1.40 -1.88 -0.65
H -2.67 -1.78 0.84
H -0.18 2.76 -0.24
H -0.11 0.36 -2.19
H 2.42 -0.41 -1.97
H 2.60 -1.18 0.52
H 2.78 0.61 0.19
*
```

Summary:
SMILES string: CC1=NN=C[C@]12C=CCN2[O-]
LUMO level (alpha / beta), eV: 3.72 / 3.72
Energy, hartree: -510.86952



The molecule C3H6N2 in a non-equilibrium geometry, computed with ωB97M-V/def2-TZVPD.

Geometry as ORCA input:
```
! wB97M-V def2-TZVPD RIJCOSX def2/J DEFGRID3
* xyz 0 1
C 1.10 -0.80 0.05
N 0.06 -1.56 0.03
N -1.06 -0.82 -0.04
C -0.82 0.57 0.07
C 0.72 0.66 -0.04
H 2.14 -1.16 0.00
H -1.91 -1.32 -0.12
H -1.31 1.11 -0.78
H -1.17 0.97 1.04
H 1.15 1.25 0.77
H 1.10 1.12 -0.98
*
```

Summary:
SMILES string: C1=NNCC1
LUMO level, eV: 1.18
Energy, hartree: -227.36911



Ordered energy above the lowest of the compared OMol25 structures with the same formula, charge and spin results: 567.1 62.6 12.9 343.2 90.8 0.0 26.5 35.0; unit kcal/mol.